[1]
DFT (ωB97M-V/def2-TZVPD) results for an isolated ion of composition C7H7F3N3O and charge +1.

```
21
Properties=species:S:1:pos:R:3:forces:R:3
N -1.854 1.727 1.188 0.8476 -0.2507 -0.6187
C -1.667 0.532 0.569 0.8979 0.3016 -0.1446
N -2.572 -0.384 0.742 -1.3683 -2.1494 0.0436
C -2.486 -1.622 0.223 -1.6501 -0.4769 0.2139
C -1.400 -1.987 -0.617 0.7760 0.9280 -0.3733
C -0.455 -0.993 -0.833 -0.0157 -1.3102 -0.0112
N -0.564 0.215 -0.206 1.1153 -0.3590 -0.0651
C 0.510 1.124 -0.378 0.0070 3.2855 -0.2385
C 1.855 0.895 -0.381 -0.8160 -0.6809 0.0388
O 2.747 1.771 -0.877 -0.1722 0.5010 -0.0253
C 2.389 -0.440 0.167 0.1807 0.2815 -1.5856
F 2.731 -1.307 -0.831 -0.0692 0.5520 0.3524
F 3.438 -0.164 0.877 1.8223 0.2563 0.6530
F 1.555 -1.066 0.953 -1.2032 -0.5618 0.6222
H -1.160 2.518 1.019 -1.8775 -1.4428 0.9228
H -2.715 1.688 1.801 1.6307 0.7881 -0.9945
H -3.436 -2.329 0.469 2.6559 1.6547 -0.6502
H -1.158 -2.902 -1.174 -0.9151 0.1104 0.6779
H 0.478 -1.211 -1.471 -1.7510 0.7938 1.0740
H 0.031 2.154 -0.528 1.5976 -1.3258 -0.3090
H 3.732 1.782 -0.713 -1.6926 -0.8958 0.4177
```
Forces are in eV/Å.

Charge   +1
E_HOMO   -13.504 eV
ΔE to the lowest compared entry with this formula, charge and spin   20.71 kcal/mol
Multiplicity   1
E_tot   -809.7675 hartree
Orbital gap   8.85 eV
LUMO level   -4.66 eV
Maximum force   3.29 eV/Å
SMILES string   [NH2+]=c1ncccn1/C=C(/O)C(F)(F)F



[2]
DFT (ωB97M-V/def2-TZVPD) results for an isolated ion of composition C7H7F3N3O2 and charge +1.

```
22
Properties=species:S:1:pos:R:3:forces:R:3
H -1.036 1.514 3.081 0.3765 -0.2611 -1.3960
N -1.335 1.267 2.109 -1.0105 -0.2064 -0.1143
C -0.592 0.539 1.373 0.1933 1.7691 2.5184
C 0.745 0.230 1.700 3.0625 -1.0287 1.1544
C 1.545 -0.696 1.091 -0.5943 2.7871 2.2928
C 1.004 -1.420 0.019 1.1078 -1.8296 -3.0544
C 2.012 -2.350 -0.789 -2.1470 3.0048 -0.3042
F 1.395 -3.465 -1.092 -0.0814 -0.3636 -1.3173
F 2.427 -1.561 -1.920 -0.8097 -2.0299 1.6400
F 3.057 -2.644 -0.105 1.6985 -0.1483 0.7284
C -0.191 -1.148 -0.495 -0.6505 0.6655 -0.6431
C -1.058 -0.043 0.137 -2.0793 -4.5713 -2.6424
N -1.241 0.913 -1.011 -2.5056 -1.1941 5.2233
O -0.143 1.132 -1.582 2.5571 0.5943 -2.1392
N -2.172 1.673 -0.741 -1.1143 1.5997 -1.6465
O -2.131 2.862 -1.413 -2.8811 -0.9046 1.2323
H 1.139 0.783 2.556 0.0335 -0.1230 -0.3476
H 2.589 -0.699 1.408 -0.3377 -0.6171 -0.2548
H -0.594 -1.452 -1.508 0.7834 -0.2514 1.4710
H -2.045 -0.579 0.318 0.8356 1.2063 -0.2984
H -0.248 2.007 -1.918 0.6864 1.9094 -1.3269
H -3.128 3.136 -1.218 2.8768 -0.0069 -0.7754
```
Forces are in eV/Å.

Charge   +1
E_HOMO   -12.918 eV
Multiplicity   1
E_tot   -884.7969 hartree
Orbital gap   7.37 eV
LUMO level   -5.55 eV
Maximum force   5.91 eV/Å
SMILES string   [H]/N=C1\C=CC(C(F)(F)F)=C[C@@H]1/[N+](O)=N/O